ORCA calculation (ωB97M-V/def2-TZVPD) on a 2-piece molecular cluster, C4H11N2O2 overall in a non-equilibrium geometry.

Each line ends with the Mulliken charge.
Positions of all 19 atoms, in Å:
C  -0.90  1.47  0.32  -0.14
N  -0.66  2.77  -0.33  -0.63
C  -0.34  -1.12  -2.29  -0.32
O  0.05  -2.24  -1.74  -0.70
C  0.34  0.64  0.54  -0.59
N  0.01  -0.66  0.92  -0.30
C  1.20  -1.11  1.96  -0.29
O  2.30  -0.35  1.91  -0.69
H  -1.30  1.64  1.32  0.35
H  -1.51  0.77  -0.28  0.16
H  -1.46  3.05  -0.88  0.20
H  -0.54  -1.35  -3.35  0.36
H  0.32  -0.15  -2.23  0.11
H  -1.24  -0.57  -1.70  -0.01
H  0.97  1.11  1.43  0.39
H  0.99  0.76  -0.30  0.20
H  -0.18  -1.39  0.22  0.32
H  1.33  -2.15  1.62  0.27
H  0.63  -1.11  2.84  0.31

## Properties
Net charge   -1
E_tot   -418.70580 Ha
ΔE to the lowest compared entry with this formula, charge and spin   241.7 kcal/mol
HOMO level   -3.796 eV
Kohn-Sham gap   3.86 eV